93
Properties=species:S:1:pos:R:3 method="wB97M-V/def2-TZVPD" spin_multiplicity=1 total_energy_ev=-77914.7266 charge=-1 e_homo_ha=-0.0635
Sr -0.256 1.106 1.893
C -1.384 2.777 4.615
C 0.192 2.943 4.707
N 0.926 2.345 3.596
C 1.361 0.898 3.822
C 0.212 -0.022 4.475
S -1.031 -0.995 3.426
C -2.587 -0.048 3.863
C -2.935 1.310 3.194
N -1.857 2.316 3.307
H -1.720 2.068 5.374
H -1.855 3.733 4.859
H 0.413 4.010 4.693
H 0.551 2.551 5.666
H 1.717 2.874 3.244
H 1.718 0.430 2.876
H 2.201 0.846 4.517
H 0.726 -0.762 5.086
H -0.380 0.581 5.157
H -3.403 -0.730 3.623
H -2.556 0.041 4.950
H -3.130 1.145 2.122
H -3.853 1.660 3.682
H -2.018 3.092 2.671
O -3.008 -2.865 -4.000
C -3.667 -2.919 -2.758
C -2.857 -2.375 -1.606
C -3.452 -2.057 -0.390
C -2.654 -1.604 0.639
N -1.340 -1.427 0.550
C -0.769 -1.717 -0.616
C -1.487 -2.197 -1.709
C 0.695 -1.479 -0.743
C 1.458 -2.240 -1.626
C 2.795 -1.939 -1.818
C 3.644 -2.723 -2.784
O 3.369 -4.117 -2.771
C 3.322 -0.874 -1.105
C 2.494 -0.175 -0.244
N 1.207 -0.459 -0.051
H -2.945 -1.928 -4.260
H -3.858 -3.980 -2.564
H -4.635 -2.404 -2.791
H -4.523 -2.143 -0.251
H -3.116 -1.342 1.590
H -1.002 -2.381 -2.656
H 1.009 -3.065 -2.160
H 4.702 -2.528 -2.576
H 3.445 -2.389 -3.804
H 3.432 -4.420 -1.860
H 4.355 -0.570 -1.224
H 2.875 0.685 0.292
I 6.299 -0.779 4.127
C 4.472 -1.746 3.959
C 4.035 -2.649 4.916
C 2.801 -3.257 4.738
C 2.054 -2.927 3.618
N 2.465 -2.053 2.703
C 3.652 -1.484 2.865
H 4.650 -2.873 5.777
H 2.420 -3.970 5.456
H 1.082 -3.379 3.448
H 3.965 -0.782 2.099
N 1.682 2.518 0.821
C 2.466 3.385 0.825
N 3.435 4.246 0.860
C 3.097 5.507 1.099
N 2.898 6.624 1.333
C -1.311 1.476 -0.366
C -1.305 1.320 -1.589
C -1.290 1.141 -3.005
C -0.052 1.461 -3.697
C 0.073 1.734 -5.079
C 1.287 2.067 -5.657
C 2.450 2.163 -4.903
C 2.348 1.938 -3.532
C 1.141 1.603 -2.950
C -2.493 0.700 -3.630
C -3.722 0.698 -2.909
C -4.920 0.326 -3.479
C -5.007 -0.101 -4.807
C -3.818 -0.165 -5.526
C -2.602 0.193 -4.962
H -0.805 1.727 -5.706
H 1.317 2.273 -6.722
H 3.394 2.433 -5.358
H 3.224 2.039 -2.898
H 1.082 1.471 -1.879
H -3.696 1.025 -1.876
H -5.820 0.381 -2.873
H -5.953 -0.373 -5.255
H -3.825 -0.529 -6.548
H -1.709 0.082 -5.561


91
Properties=species:S:1:pos:R:3 method="wB97M-V/def2-TZVPD" s2=6.022 spin_multiplicity=5 total_energy_ev=-81530.2375 charge=0 e_homo_ha="-0.2294 / -0.3011"
Ir -0.174 2.523 -0.651
C 5.929 -0.260 4.649
C 5.372 -0.058 3.272
C 5.047 1.214 2.813
C 4.480 1.397 1.562
C 4.242 0.300 0.752
C 4.579 -0.972 1.180
C 5.135 -1.143 2.435
S 3.491 0.505 -0.841
O 4.538 0.566 -1.822
O 2.617 -0.695 -0.965
N 2.487 1.691 -0.769
C 2.759 3.017 -0.867
C 3.979 3.635 -1.177
C 4.025 5.013 -1.198
C 2.882 5.765 -0.924
C 1.715 5.088 -0.650
N 1.659 3.755 -0.626
H 6.472 0.619 4.988
H 6.605 -1.112 4.678
H 5.126 -0.452 5.361
H 5.221 2.073 3.448
H 4.202 2.393 1.241
H 4.392 -1.826 0.544
H 5.383 -2.141 2.775
H 4.847 3.034 -1.401
H 4.958 5.509 -1.432
H 2.896 6.844 -0.932
H 0.784 5.596 -0.439
C 0.323 -0.504 -2.859
C -0.931 -1.078 -3.488
C -2.248 -0.436 -3.062
Sb -2.660 -0.579 -0.958
C -4.018 1.022 -0.721
C -4.343 1.450 0.558
C -5.253 2.477 0.738
C -5.845 3.085 -0.360
C -5.522 2.664 -1.638
C -4.610 1.635 -1.818
C -4.047 -2.196 -0.953
C -5.144 -2.177 -1.810
C -6.065 -3.212 -1.798
C -5.901 -4.274 -0.921
C -4.820 -4.295 -0.057
C -3.898 -3.258 -0.073
Sb 0.405 -0.602 -0.556
C 0.420 -2.760 -0.614
C -0.609 -3.538 -1.125
C -0.521 -4.923 -1.150
C 0.611 -5.554 -0.666
C 1.648 -4.791 -0.150
C 1.550 -3.409 -0.121
C 0.883 -0.597 1.618
C 1.358 0.561 2.219
C 1.550 0.614 3.591
C 1.231 -0.482 4.380
C 0.720 -1.627 3.793
C 0.547 -1.686 2.415
H 0.478 0.552 -3.093
H 1.214 -1.080 -3.108
H -0.963 -2.158 -3.328
H -0.844 -0.949 -4.576
H -3.086 -0.868 -3.612
H -2.227 0.632 -3.284
H -3.864 1.008 1.423
H -5.488 2.814 1.738
H -6.549 3.892 -0.217
H -5.974 3.138 -2.498
H -4.362 1.327 -2.826
H -5.294 -1.344 -2.487
H -6.913 -3.188 -2.469
H -6.621 -5.081 -0.908
H -4.693 -5.118 0.633
H -3.053 -3.289 0.606
H -1.515 -3.087 -1.507
H -1.344 -5.503 -1.547
H 0.684 -6.633 -0.684
H 2.538 -5.272 0.235
H 2.362 -2.833 0.300
H 1.575 1.438 1.620
H 1.934 1.520 4.044
H 1.367 -0.437 5.453
H 0.456 -2.481 4.402
H 0.158 -2.597 1.975
O -1.181 3.849 0.948
N -1.658 2.901 1.590
O -1.304 1.776 1.125
C -1.419 3.297 -2.128
H -2.137 4.002 -1.710
H -1.956 2.535 -2.692
H -0.774 3.828 -2.838


104
Properties=species:S:1:pos:R:3 method="wB97M-V/def2-TZVPD" spin_multiplicity=1 total_energy_ev=-316712.1150 charge=0 e_homo_ha=-0.2670
Bi 0.082 0.184 0.494
Se -3.550 -3.861 -3.870
P -4.769 -2.681 -2.613
C -5.822 -3.603 -1.460
C -5.600 -4.954 -1.246
C -6.394 -5.648 -0.344
C -7.403 -4.989 0.342
C -7.624 -3.634 0.127
C -6.836 -2.941 -0.774
C -5.973 -1.747 -3.591
C -5.832 -0.424 -3.970
C -6.774 0.182 -4.790
C -7.861 -0.542 -5.245
C -8.003 -1.877 -4.883
C -7.066 -2.478 -4.064
C -3.743 -1.702 -1.465
C -2.926 -0.567 -1.365
N -2.117 -0.796 -0.303
N -2.416 -1.964 0.218
N -3.399 -2.516 -0.443
P -2.791 1.070 -2.090
Se -1.434 2.307 -0.989
C -4.436 1.812 -1.983
C -5.231 1.483 -0.888
C -6.476 2.069 -0.740
C -6.928 2.991 -1.674
C -6.130 3.329 -2.757
C -4.886 2.740 -2.915
C -2.328 0.916 -3.825
C -1.916 2.050 -4.527
C -1.566 1.947 -5.861
C -1.609 0.713 -6.499
C -1.993 -0.418 -5.799
C -2.349 -0.321 -4.462
H -4.803 -5.451 -1.786
H -6.222 -6.702 -0.176
H -8.023 -5.532 1.044
H -8.414 -3.121 0.660
H -7.014 -1.885 -0.948
H -4.982 0.147 -3.640
H -6.651 1.221 -5.070
H -8.597 -0.074 -5.885
H -8.847 -2.451 -5.241
H -7.179 -3.520 -3.792
H -4.878 0.765 -0.157
H -7.095 1.806 0.108
H -7.902 3.447 -1.557
H -6.480 4.048 -3.487
H -4.280 2.989 -3.777
H -1.846 3.004 -4.018
H -1.246 2.827 -6.403
H -1.328 0.635 -7.541
H -2.019 -1.386 -6.282
H -2.627 -1.222 -3.933
N 2.585 3.440 -0.994
C 3.351 2.503 -0.067
C 4.783 2.982 0.089
P 2.406 2.612 1.525
O 2.518 4.227 1.720
O 3.054 1.898 2.635
O 0.972 2.376 1.104
P 3.210 0.859 -0.936
O 4.108 1.187 -2.250
O 3.802 -0.232 -0.146
O 1.771 0.857 -1.396
H 2.387 4.334 -0.538
H 1.706 2.946 -1.233
H 3.113 3.599 -1.854
H 4.829 3.983 0.519
H 5.312 2.966 -0.865
H 5.289 2.297 0.769
H 2.943 4.433 2.565
H 4.844 0.561 -2.313
I 3.835 -1.768 3.833
C 3.174 -2.584 2.044
C 3.943 -3.605 1.454
C 3.594 -4.156 0.257
I 4.802 -5.656 -0.545
C 2.429 -3.707 -0.418
C 1.955 -4.214 -1.647
C 0.813 -3.712 -2.206
C 0.139 -2.675 -1.545
N 0.559 -2.181 -0.406
C 1.677 -2.677 0.180
C 2.044 -2.078 1.437
O 1.296 -1.123 1.939
H 4.831 -3.945 1.968
H 2.503 -5.008 -2.135
H 0.422 -4.098 -3.136
H -0.773 -2.257 -1.958
C -0.809 -2.597 3.316
As -0.869 -0.721 3.686
C 0.609 -0.045 4.688
C -2.439 -0.480 4.760
O -1.147 0.268 2.336
H -1.233 -3.112 4.177
H 0.212 -2.917 3.130
H -1.423 -2.758 2.429
H 1.064 -0.850 5.263
H 0.228 0.733 5.350
H 1.346 0.355 3.994
H -2.304 -0.976 5.722
H -3.293 -0.910 4.240
H -2.602 0.586 4.911


What did the third record say?
104
Properties=species:S:1:pos:R:3 method="wB97M-V/def2-TZVPD" spin_multiplicity=1 total_energy_ev=-316712.1150 charge=0 e_homo_ha=-0.2670
Bi 0.082 0.184 0.494
Se -3.550 -3.861 -3.870
P -4.769 -2.681 -2.613
C -5.822 -3.603 -1.460
C -5.600 -4.954 -1.246
C -6.394 -5.648 -0.344
C -7.403 -4.989 0.342
C -7.624 -3.634 0.127
C -6.836 -2.941 -0.774
C -5.973 -1.747 -3.591
C -5.832 -0.424 -3.970
C -6.774 0.182 -4.790
C -7.861 -0.542 -5.245
C -8.003 -1.877 -4.883
C -7.066 -2.478 -4.064
C -3.743 -1.702 -1.465
C -2.926 -0.567 -1.365
N -2.117 -0.796 -0.303
N -2.416 -1.964 0.218
N -3.399 -2.516 -0.443
P -2.791 1.070 -2.090
Se -1.434 2.307 -0.989
C -4.436 1.812 -1.983
C -5.231 1.483 -0.888
C -6.476 2.069 -0.740
C -6.928 2.991 -1.674
C -6.130 3.329 -2.757
C -4.886 2.740 -2.915
C -2.328 0.916 -3.825
C -1.916 2.050 -4.527
C -1.566 1.947 -5.861
C -1.609 0.713 -6.499
C -1.993 -0.418 -5.799
C -2.349 -0.321 -4.462
H -4.803 -5.451 -1.786
H -6.222 -6.702 -0.176
H -8.023 -5.532 1.044
H -8.414 -3.121 0.660
H -7.014 -1.885 -0.948
H -4.982 0.147 -3.640
H -6.651 1.221 -5.070
H -8.597 -0.074 -5.885
H -8.847 -2.451 -5.241
H -7.179 -3.520 -3.792
H -4.878 0.765 -0.157
H -7.095 1.806 0.108
H -7.902 3.447 -1.557
H -6.480 4.048 -3.487
H -4.280 2.989 -3.777
H -1.846 3.004 -4.018
H -1.246 2.827 -6.403
H -1.328 0.635 -7.541
H -2.019 -1.386 -6.282
H -2.627 -1.222 -3.933
N 2.585 3.440 -0.994
C 3.351 2.503 -0.067
C 4.783 2.982 0.089
P 2.406 2.612 1.525
O 2.518 4.227 1.720
O 3.054 1.898 2.635
O 0.972 2.376 1.104
P 3.210 0.859 -0.936
O 4.108 1.187 -2.250
O 3.802 -0.232 -0.146
O 1.771 0.857 -1.396
H 2.387 4.334 -0.538
H 1.706 2.946 -1.233
H 3.113 3.599 -1.854
H 4.829 3.983 0.519
H 5.312 2.966 -0.865
H 5.289 2.297 0.769
H 2.943 4.433 2.565
H 4.844 0.561 -2.313
I 3.835 -1.768 3.833
C 3.174 -2.584 2.044
C 3.943 -3.605 1.454
C 3.594 -4.156 0.257
I 4.802 -5.656 -0.545
C 2.429 -3.707 -0.418
C 1.955 -4.214 -1.647
C 0.813 -3.712 -2.206
C 0.139 -2.675 -1.545
N 0.559 -2.181 -0.406
C 1.677 -2.677 0.180
C 2.044 -2.078 1.437
O 1.296 -1.123 1.939
H 4.831 -3.945 1.968
H 2.503 -5.008 -2.135
H 0.422 -4.098 -3.136
H -0.773 -2.257 -1.958
C -0.809 -2.597 3.316
As -0.869 -0.721 3.686
C 0.609 -0.045 4.688
C -2.439 -0.480 4.760
O -1.147 0.268 2.336
H -1.233 -3.112 4.177
H 0.212 -2.917 3.130
H -1.423 -2.758 2.429
H 1.064 -0.850 5.263
H 0.228 0.733 5.350
H 1.346 0.355 3.994
H -2.304 -0.976 5.722
H -3.293 -0.910 4.240
H -2.602 0.586 4.911